*a*
# C3H10N2S

An isolated molecule of C3H10N2S (wB97M-V/def2-TZVPD, OMol25).

The HOMO energy comes out at -0.319 Eh. As for the structure (SMILES): NC[C@H](N)CS. Its net charge is 0.

Element x y z (Å)
N1 -0.209 -0.442 2.175
C1 -0.279 -0.934 0.781
C2 0.023 0.225 -0.170
N2 -1.062 1.203 -0.253
C3 0.535 -0.304 -1.507
S1 0.830 1.000 -2.765
H1 0.781 -0.261 2.332
H2 -0.401 -1.227 2.792
H3 -1.298 -1.265 0.605
H4 0.437 -1.727 0.569
H5 0.873 0.786 0.231
H6 -0.862 2.034 0.288
H7 -1.894 0.790 0.151
H8 -0.151 -1.021 -1.955
H9 1.500 -0.778 -1.386
H10 1.174 1.921 -1.886

*b*
# C3H10N2S

A cluster of 2 separate species, C3H10N2S in total (wB97M-V/def2-TZVPD, OMol25).

The HOMO energy comes out at -0.332 Eh. As for the structure (SMILES): [H]/N=C/N.CCS. Its net charge is 0.

Element x y z (Å)
H1 -0.598 -2.827 -2.986
N1 -1.402 -2.376 -2.394
C1 -1.997 -3.286 -1.665
N2 -3.161 -3.086 -1.021
H2 -1.605 -4.405 -1.766
H3 -3.198 -2.144 -0.656
H4 -3.615 -3.902 -0.652
C2 -0.144 1.841 1.474
C3 0.938 2.437 0.561
S1 2.789 2.000 1.286
H5 0.045 0.802 1.532
H6 -1.232 1.859 1.050
H7 -0.098 2.322 2.460
H8 0.979 3.592 0.480
H9 0.776 1.915 -0.373
H10 3.087 3.065 2.017

The winner here is *a*, beating the second structure by 1.239 eV.

*a*
# C3H10N2S

An isolated molecule of C3H10N2S (wB97M-V/def2-TZVPD, OMol25).

The HOMO energy comes out at -0.319 Eh. As for the structure (SMILES): NC[C@@H](N)CS. Its net charge is 0.

Element x y z (Å)
N1 0.560 -2.219 1.243
C1 -0.686 -1.510 0.920
C2 -0.472 -0.422 -0.134
N2 -1.790 0.146 -0.454
C3 0.410 0.722 0.389
S1 1.135 1.680 -0.984
H1 1.045 -2.503 0.403
H2 1.210 -1.728 1.840
H3 -1.116 -1.121 1.844
H4 -1.371 -2.273 0.562
H5 -0.168 -0.904 -1.055
H6 -2.000 0.405 -1.397
H7 -2.516 0.198 0.232
H8 1.157 0.411 1.116
H9 -0.211 1.464 0.853
H10 0.048 2.019 -1.687

*b*
# C3H10N2S

A cluster of 2 separate species, C3H10N2S in total (wB97M-V/def2-TZVPD, OMol25).

The HOMO energy comes out at -0.304 Eh. As for the structure (SMILES): [H]/N=C/N.CSC. Its net charge is 0.

Element x y z (Å)
H1 3.193 1.305 -3.392
N1 2.990 0.272 -3.249
C1 1.835 0.066 -3.777
N2 1.241 -1.185 -3.593
H2 1.520 0.660 -4.614
H3 0.422 -1.557 -4.059
H4 1.894 -1.866 -3.212
C2 -1.693 1.607 3.345
S1 -1.922 0.581 1.916
C3 -1.346 -1.116 2.340
H5 -0.650 1.279 3.608
H6 -1.607 2.677 3.186
H7 -2.328 1.460 4.259
H8 -1.626 -1.377 3.347
H9 -0.247 -0.968 2.310
H10 -1.677 -1.839 1.585

The winner here is *a*, beating the second structure by 0.690 eV.

*a*
# C3H10N2S

A cluster of 2 separate species, C3H10N2S in total (wB97M-V/def2-TZVPD, OMol25).

The HOMO energy comes out at -0.322 Eh. As for the structure (SMILES): [H]/N=C/N.CCS. Its net charge is 0.

Element x y z (Å)
H1 1.948 -2.466 0.344
N1 1.811 -1.471 0.202
C1 2.013 -1.104 -0.983
N2 1.786 0.207 -1.396
H2 2.442 -1.735 -1.769
H3 1.638 0.768 -0.560
H4 2.633 0.568 -1.827
C2 -1.811 1.566 0.926
C3 -1.452 0.079 0.994
S1 -2.159 -0.871 -0.388
H5 -1.588 1.896 -0.090
H6 -2.878 1.733 1.069
H7 -1.241 2.148 1.647
H8 -0.362 -0.024 1.007
H9 -1.753 -0.405 1.924
H10 -1.025 -0.889 -1.098

*b*
# C3H10N2S

An isolated molecule of C3H10N2S (wB97M-V/def2-TZVPD, OMol25).

The HOMO energy comes out at -0.323 Eh. As for the structure (SMILES): NC[C@H](N)CS. Its net charge is 0.

Element x y z (Å)
N1 2.185 1.418 -1.376
C1 0.990 0.514 -1.479
C2 0.366 0.258 -0.126
N2 1.268 -0.476 0.793
C3 -0.986 -0.481 -0.237
S1 -1.984 -0.716 1.273
H1 2.741 1.258 -2.207
H2 1.800 2.348 -1.483
H3 0.238 1.088 -2.037
H4 1.340 -0.440 -1.873
H5 0.121 1.138 0.479
H6 1.799 0.193 1.339
H7 2.017 -0.962 0.309
H8 -1.528 0.093 -0.993
H9 -0.789 -1.487 -0.612
H10 -1.362 0.256 1.977

The winner here is *a*, beating the second structure by 0.215 eV.

*a*
# C3H10N2S

A cluster of 2 separate species, C3H10N2S in total (wB97M-V/def2-TZVPD, OMol25).

The HOMO energy comes out at -0.297 Eh. As for the structure (SMILES): [H]/N=C/N.CSC. Its net charge is 0.

Element x y z (Å)
H1 -2.277 2.001 -1.008
N1 -1.538 2.684 -0.949
C1 -0.425 2.276 -0.488
N2 0.748 2.523 -0.948
H2 -0.712 1.813 0.385
H3 1.494 1.872 -1.033
H4 0.545 2.991 -1.789
C2 -1.122 -2.039 0.470
S1 0.335 -1.329 -0.547
C3 1.602 -1.556 0.762
H5 -1.929 -1.456 0.775
H6 -0.753 -2.243 1.486
H7 -1.524 -2.809 -0.086
H8 2.492 -1.247 0.285
H9 1.324 -0.846 1.534
H10 1.738 -2.632 1.152

*b*
# C3H10N2S

A structure of composition C3H10N2S (wB97M-V/def2-TZVPD, OMol25).

The HOMO energy comes out at -0.268 Eh. Its net charge is 0.

Element x y z (Å)
N1 -1.952 -0.277 2.968
C1 -1.615 0.019 1.700
N2 -0.645 -0.442 1.016
H1 -1.318 -0.796 3.545
H2 -2.630 0.292 3.433
H3 -2.272 0.723 1.188
H4 -0.587 0.089 -0.224
H5 -0.013 -1.101 1.438
C2 1.749 -0.509 -2.060
C3 1.176 0.870 -1.719
S1 -0.638 0.896 -1.556
H6 1.254 -0.933 -2.931
H7 1.599 -1.202 -1.237
H8 2.814 -0.443 -2.271
H9 1.443 1.582 -2.487
H10 1.634 1.233 -0.803

The winner here is *b*, beating the second structure by 1.948 eV.